No. 1
C34H56BN2Se4Tl | wB97M-V/def2-TZVPD

The LUMO energy is -7.9 eV. The HOMO energy comes out at -0.50508 hartree. As for the net charge: +2. Its energy above the lowest of the compared OMol25 structures with the same formula, charge and spin is 0.0 kJ/mol. As for the gap between HOMO and LUMO: 5.871 eV.

Last column: Löwdin charge in e.
Geometry (Å):
Tl 0.246 1.594 -0.304  0.72
C 4.693 1.852 0.452  -0.34
Se 3.031 2.632 1.061  0.90
C 3.074 4.185 -0.119  -0.54
C 2.148 5.265 0.377  -0.51
Se 0.374 4.585 0.848  0.86
C -0.684 5.926 -0.082  -0.36
H 4.643 1.623 -0.607  0.02
H 4.846 0.945 1.022  0.01
H 5.490 2.563 0.658  0.05
H 2.816 3.859 -1.126  0.07
H 4.101 4.547 -0.119  0.09
H 2.004 6.027 -0.385  0.08
H 2.534 5.736 1.278  0.08
H -0.285 6.903 0.178  0.05
H -1.702 5.834 0.280  0.00
H -0.650 5.763 -1.155  0.04
C -4.182 2.813 -0.865  -0.33
Se -2.579 3.017 0.199  0.89
C -3.063 1.857 1.691  -0.51
C -2.114 2.040 2.863  -0.51
Se -0.483 0.961 2.743  0.91
C 0.663 2.108 3.815  -0.37
H -4.270 1.794 -1.222  -0.01
H -4.091 3.500 -1.702  0.04
H -5.037 3.091 -0.254  0.05
H -3.104 0.833 1.326  0.04
H -4.066 2.158 1.991  0.09
H -2.605 1.736 3.785  0.08
H -1.796 3.076 2.970  0.06
H 0.699 3.109 3.394  -0.01
H 1.657 1.667 3.811  0.01
H 0.273 2.128 4.828  0.05
C 2.511 -4.107 2.660  -0.04
C 2.132 -2.645 2.401  -0.36
C 2.304 -1.800 3.667  -0.04
C 2.952 -2.076 1.255  -0.12
C 4.336 -1.967 1.374  -0.01
C 5.107 -1.505 0.320  -0.06
C 4.509 -1.118 -0.870  -0.04
C 3.130 -1.167 -1.026  -0.13
C 2.500 -0.780 -2.354  -0.37
C 2.942 0.609 -2.824  -0.06
C 2.818 -1.831 -3.426  -0.03
C 2.381 -1.660 0.048  -0.10
N 0.960 -1.824 -0.138  0.07
B -0.186 -1.058 -0.061  -0.51
N -1.352 -1.689 -0.480  0.10
C -0.863 -2.962 -0.861  -0.02
C 0.459 -3.047 -0.645  0.01
C -2.723 -1.311 -0.757  -0.09
C -2.973 -0.719 -2.002  -0.12
C -4.288 -0.381 -2.311  -0.04
C -5.307 -0.597 -1.402  -0.05
C -5.030 -1.183 -0.177  -0.01
C -3.740 -1.579 0.174  -0.13
C -3.600 -2.369 1.475  -0.34
C -2.649 -1.787 2.516  -0.07
C -3.259 -3.845 1.211  -0.04
C -1.883 -0.479 -3.034  -0.37
C -2.037 -1.447 -4.212  -0.03
C -1.877 0.974 -3.520  -0.05
H 1.888 -4.525 3.452  0.09
H 3.556 -4.194 2.968  0.09
H 2.375 -4.716 1.764  0.08
H 1.077 -2.619 2.125  0.12
H 3.343 -1.799 4.006  0.09
H 1.689 -2.198 4.477  0.09
H 2.002 -0.763 3.491  0.05
H 4.818 -2.272 2.296  0.12
H 6.184 -1.450 0.426  0.12
H 5.132 -0.795 -1.698  0.13
H 1.413 -0.759 -2.236  0.09
H 4.003 0.624 -3.082  0.09
H 2.781 1.366 -2.048  0.03
H 2.385 0.903 -3.715  0.09
H 3.892 -1.876 -3.616  0.09
H 2.316 -1.586 -4.364  0.09
H 2.489 -2.823 -3.112  0.08
H -1.538 -3.697 -1.269  0.15
H 1.134 -3.872 -0.818  0.15
H -4.519 0.048 -3.280  0.13
H -6.325 -0.320 -1.651  0.12
H -5.840 -1.373 0.518  0.12
H -4.594 -2.360 1.923  0.13
H -1.639 -1.652 2.129  0.03
H -2.581 -2.466 3.369  0.10
H -3.007 -0.827 2.895  0.06
H -2.205 -3.978 0.965  0.06
H -3.865 -4.253 0.400  0.09
H -3.463 -4.432 2.108  0.09
H -0.911 -0.677 -2.578  0.10
H -2.998 -1.305 -4.711  0.09
H -1.982 -2.484 -3.876  0.08
H -1.243 -1.288 -4.944  0.09
H -2.786 1.218 -4.073  0.09
H -1.031 1.147 -4.189  0.09
H -1.803 1.673 -2.681  0.04

***

No. 2
C34H56ClN3O3 | wB97M-V/def2-TZVPD

The LUMO energy is 0.6 eV. The HOMO energy comes out at -0.34979 hartree. As for the net charge: 0. As for the gap between HOMO and LUMO: 10.127 eV.

Last column: Löwdin charge in e.
Geometry (Å):
C -2.718 2.818 -2.959  -0.11
C -3.337 1.971 -4.077  -0.27
C -2.400 0.841 -4.524  -0.21
C -2.047 -0.068 -3.334  -0.22
C -2.017 -1.572 -3.666  -0.19
C -1.050 -2.368 -2.760  -0.21
C -1.719 -2.918 -1.494  -0.20
C -2.151 -1.791 -0.545  -0.22
C -2.009 -2.141 0.928  -0.21
C -2.298 -0.949 1.860  -0.19
C -1.035 -0.276 2.447  -0.19
C -0.721 1.087 1.786  -0.19
C 0.241 0.868 0.600  -0.17
C 1.700 0.728 1.085  -0.10
C 2.610 1.958 1.016  -0.38
C 3.799 1.667 2.011  -0.12
C 4.879 0.721 1.532  -0.26
N 4.479 -0.697 1.517  0.01
C 2.002 3.243 1.581  -0.12
C 0.901 3.980 0.816  -0.24
C 1.256 4.434 -0.602  -0.55
Cl 0.683 6.128 -0.893  0.52
O 3.265 2.186 -0.265  0.02
C 2.820 1.471 -1.334  -0.43
O 1.741 1.642 -1.879  0.13
C 3.801 0.464 -1.914  -0.04
C 4.154 0.940 -3.299  -0.33
C 4.850 -0.079 -4.210  -0.07
O 3.501 0.339 -4.337  -0.01
H -2.649 2.264 -2.029  0.06
H -3.300 3.728 -2.851  0.07
H -1.699 3.082 -3.249  0.07
H -3.612 2.600 -4.921  0.10
H -4.240 1.502 -3.678  0.10
H -1.485 1.343 -4.843  0.11
H -2.826 0.276 -5.349  0.10
H -1.092 0.222 -2.903  0.10
H -2.806 0.083 -2.567  0.09
H -3.020 -1.990 -3.608  0.11
H -1.652 -1.682 -4.688  0.10
H -0.671 -3.202 -3.347  0.10
H -0.236 -1.696 -2.489  0.10
H -1.018 -3.600 -1.013  0.11
H -2.589 -3.482 -1.827  0.08
H -1.574 -0.904 -0.801  0.08
H -3.192 -1.535 -0.739  0.12
H -2.768 -2.898 1.138  0.10
H -1.048 -2.601 1.152  0.11
H -2.864 -1.354 2.699  0.10
H -2.956 -0.229 1.378  0.10
H -0.208 -0.962 2.274  0.10
H -1.129 -0.184 3.528  0.10
H -0.288 1.757 2.524  0.09
H -1.675 1.479 1.438  0.10
H -0.051 -0.086 0.172  0.09
H 0.095 1.626 -0.161  0.09
H 2.140 -0.144 0.611  0.11
H 1.649 0.468 2.138  0.12
H 3.398 1.361 2.972  0.11
H 4.284 2.635 2.141  0.11
H 5.332 1.045 0.598  0.09
H 5.681 0.779 2.269  0.11
H 5.265 -1.284 1.760  0.06
H 4.195 -0.986 0.590  0.04
H 2.782 3.968 1.796  0.12
H 1.598 2.969 2.554  0.10
H -0.052 3.465 0.798  0.09
H 0.695 4.890 1.378  0.09
H 2.322 4.454 -0.778  0.06
H 0.733 3.839 -1.335  0.05
H 4.741 0.441 -1.370  0.11
H 3.329 -0.504 -2.048  0.14
H 4.449 1.974 -3.391  0.15
H 5.064 -0.857 -3.496  0.11
H 5.567 0.530 -4.735  0.11
C 1.989 1.584 7.473  -0.08
C 3.205 2.098 7.055  -0.07
C 3.228 2.893 5.919  -0.16
N 2.145 3.190 5.204  0.06
C 0.984 2.686 5.620  -0.16
C 0.851 1.884 6.742  -0.07
H 1.928 0.960 8.356  0.11
H 4.118 1.888 7.596  0.10
H 4.158 3.317 5.557  0.10
H 0.119 2.943 5.016  0.10
H -0.119 1.504 7.034  0.10
C -6.177 -7.233 -0.853  -0.08
C -5.055 -6.930 -0.100  -0.07
C -4.071 -6.140 -0.675  -0.15
N -4.140 -5.656 -1.912  0.05
C -5.225 -5.958 -2.623  -0.15
C -6.268 -6.736 -2.143  -0.07
H -6.968 -7.846 -0.442  0.10
H -4.942 -7.298 0.911  0.10
H -3.177 -5.876 -0.120  0.10
H -5.254 -5.551 -3.628  0.10
H -7.126 -6.947 -2.766  0.10

***

No. 3
C34H56Ge2O7P2Rb | wB97M-V/def2-TZVPD

The LUMO energy (spin up / spin down) is 3.8 / 3.8 eV. The HOMO energy (spin up / spin down) comes out at -0.01867 / -0.01851 hartree. As for the net charge: -2. As for the spin multiplicity: 2. As for the gap between HOMO and LUMO (spin up / spin down): 4.300 / 4.294 eV.

Last column: Mulliken spin population.
Geometry (Å):
Rb -0.031 -0.342 -0.878  0.03
C 1.779 4.909 3.080  0.00
C 2.745 4.912 1.899  0.01
C 2.640 6.185 1.068  0.00
O 2.684 3.715 1.141  0.02
P 1.657 3.208 -0.045  0.03
O 2.259 1.896 -0.381  0.00
C 0.097 3.847 0.618  0.79
P -1.560 2.693 -1.002  -0.08
O -2.426 1.475 -1.092  0.00
O -2.581 3.731 -0.272  0.06
C -3.481 3.343 0.796  0.01
C -2.872 2.451 1.860  0.00
C -4.748 2.737 0.208  0.00
O -1.428 3.547 -2.375  0.00
C -1.874 4.837 -2.769  -0.01
C -3.383 4.896 -2.960  0.00
C -1.344 5.951 -1.875  0.01
O 1.884 4.295 -1.223  0.02
C 2.706 3.944 -2.348  0.00
C 1.842 3.319 -3.426  0.00
C 3.385 5.220 -2.809  0.00
H 2.063 5.693 3.788  0.00
H 1.817 3.945 3.588  -0.01
H 0.751 5.091 2.768  0.00
H 3.755 4.886 2.324  0.00
H 1.656 6.293 0.611  0.00
H 3.377 6.181 0.265  0.00
H 2.821 7.049 1.712  0.00
H -0.020 4.926 0.617  0.00
H -0.196 3.341 1.529  -0.03
H -3.742 4.300 1.260  0.00
H -2.572 1.485 1.455  0.00
H -3.621 2.283 2.639  0.00
H -2.006 2.904 2.336  0.00
H -4.516 1.771 -0.234  0.00
H -5.159 3.386 -0.568  0.00
H -5.495 2.625 0.998  0.00
H -1.408 4.966 -3.753  0.00
H -3.893 4.845 -2.000  0.00
H -3.712 4.055 -3.572  0.00
H -3.659 5.827 -3.462  0.00
H -1.797 5.901 -0.887  -0.01
H -1.580 6.920 -2.325  0.00
H -0.261 5.860 -1.775  0.00
H 3.453 3.218 -2.019  0.00
H 1.080 4.029 -3.757  0.00
H 1.333 2.444 -3.027  0.00
H 2.457 3.026 -4.281  0.00
H 2.634 5.971 -3.068  0.00
H 3.998 5.023 -3.691  0.00
H 4.023 5.628 -2.024  0.00
C 1.394 -0.126 5.330  0.00
Ge 1.387 -0.484 3.330  0.00
C 3.093 0.325 2.719  0.00
C 1.625 -2.457 3.262  0.00
C -0.058 0.165 2.327  0.00
H 2.282 -0.538 5.824  0.00
H 0.508 -0.576 5.788  0.00
H 1.364 0.953 5.510  0.00
H 3.942 -0.057 3.294  0.00
H 3.056 1.412 2.825  0.00
H 3.250 0.118 1.660  0.00
H 2.503 -2.755 3.844  0.00
H 1.760 -2.802 2.234  0.00
H 0.757 -2.970 3.685  0.00
H -0.071 1.260 2.293  0.00
H -1.049 -0.220 2.591  0.00
O -0.106 2.174 -0.923  0.16
C -1.344 -3.550 0.531  0.00
Ge -0.026 -3.922 -0.969  0.00
C -1.273 -4.899 -2.247  0.00
C -0.745 -5.628 -3.319  0.00
C -1.550 -6.274 -4.246  0.00
C -2.936 -6.198 -4.144  0.00
C -3.490 -5.470 -3.100  0.00
C -2.668 -4.838 -2.172  0.00
C 1.008 -5.577 -0.302  0.00
C 2.376 -5.460 -0.295  0.00
C 3.235 -6.511 0.112  0.00
C 2.722 -7.706 0.514  0.00
C 1.316 -7.901 0.534  0.00
C 0.753 -9.134 0.949  0.00
C -0.599 -9.320 0.972  0.00
C -1.456 -8.269 0.576  0.00
C -0.934 -7.072 0.172  0.00
C 0.468 -6.840 0.133  0.00
H -1.928 -4.404 0.887  0.00
H -2.045 -2.782 0.180  0.00
H -0.811 -3.110 1.380  0.00
H 0.335 -5.697 -3.421  0.00
H -1.098 -6.840 -5.054  0.00
H -3.571 -6.698 -4.867  0.00
H -4.568 -5.396 -3.005  0.00
H -3.130 -4.286 -1.359  0.00
H 2.819 -4.522 -0.613  0.00
H 4.309 -6.355 0.102  0.00
H 3.369 -8.520 0.827  0.00
H 1.426 -9.931 1.252  0.00
H -1.016 -10.269 1.292  0.00
H -2.530 -8.414 0.589  0.00
H -1.585 -6.270 -0.142  0.00

***

No. 4
C34H56IrN3O3Si4 | wB97M-V/def2-TZVPD

The LUMO energy is 0.1 eV. The HOMO energy comes out at -0.25085 hartree. As for the net charge: 0. Its energy above the lowest of the compared OMol25 structures with the same formula, charge and spin is 58.5 kJ/mol. As for the gap between HOMO and LUMO: 6.944 eV.

Last column: Löwdin charge in e.
Geometry (Å):
Ir -0.305 0.397 -0.081  1.18
C -0.637 -0.320 2.890  -0.11
N -0.162 0.797 2.049  -0.28
C -0.959 1.971 2.497  -0.05
C 1.272 1.031 2.296  -0.20
C 1.681 1.399 3.567  -0.04
C 3.022 1.548 3.871  -0.09
C 3.949 1.266 2.879  -0.08
C 3.548 0.908 1.605  -0.02
C 2.185 0.844 1.244  -0.22
N 1.656 0.581 -0.006  -0.11
C 2.239 0.798 -1.245  -0.20
C 3.616 0.916 -1.531  -0.02
C 4.078 1.215 -2.799  -0.08
C 3.203 1.395 -3.860  -0.09
C 1.854 1.219 -3.621  -0.05
C 1.383 0.898 -2.357  -0.20
N -0.063 0.675 -2.183  -0.28
C -0.541 -0.455 -3.007  -0.10
C -0.809 1.854 -2.721  -0.05
H -0.511 -0.085 3.952  0.11
H -0.078 -1.204 2.654  -0.02
H -1.694 -0.476 2.684  0.10
H -1.023 1.968 3.586  0.09
H -1.965 1.899 2.097  0.09
H -0.493 2.891 2.169  0.10
H 0.941 1.564 4.339  0.11
H 3.332 1.850 4.862  0.10
H 5.009 1.305 3.096  0.11
H 4.316 0.628 0.912  0.08
H 4.354 0.750 -0.775  0.08
H 5.146 1.294 -2.954  0.11
H 3.559 1.649 -4.849  0.10
H 1.152 1.318 -4.438  0.11
H -0.304 -0.287 -4.061  0.10
H -1.615 -0.502 -2.886  0.08
H -0.095 -1.381 -2.682  -0.01
H -0.818 1.794 -3.810  0.09
H -0.330 2.772 -2.410  0.10
H -1.833 1.823 -2.364  0.08
C -0.618 7.491 -0.115  -0.07
O -1.955 7.016 -0.109  -0.07
C -2.147 5.682 -0.127  -0.28
C -3.507 5.280 -0.148  -0.01
C -3.794 3.954 -0.148  -0.03
C -2.790 2.945 -0.160  -0.12
C -3.194 1.569 -0.132  -0.38
C -4.642 1.211 0.109  0.01
O -2.429 0.598 -0.337  -0.15
C -1.412 3.359 -0.155  -0.38
O -0.403 2.571 -0.168  -0.17
C -1.136 4.755 -0.117  0.06
H -0.686 8.575 -0.138  0.09
H -0.082 7.137 -0.998  0.10
H -0.087 7.174 0.785  0.10
H -4.276 6.039 -0.160  0.12
H -4.833 3.655 -0.164  0.11
H -5.053 1.767 0.950  0.09
H -4.708 0.144 0.300  0.07
H -5.247 1.440 -0.771  0.10
H -0.091 5.030 -0.094  0.12
C -2.000 -5.057 -0.470  -0.21
Si -2.124 -3.190 -0.586  0.36
C -2.968 -2.895 -2.253  -0.23
C -3.413 -2.617 0.670  -0.22
Si -0.104 -1.999 -0.126  0.38
Si 0.458 -3.269 1.892  0.40
C 2.028 -2.511 2.663  -0.21
C -0.971 -3.239 3.155  -0.23
C 0.868 -5.107 1.874  -0.22
Si 1.720 -2.978 -1.355  0.38
C 1.589 -4.848 -1.508  -0.21
C 2.028 -2.494 -3.160  -0.21
C 3.343 -2.606 -0.463  -0.20
H -2.988 -5.486 -0.658  0.03
H -1.673 -5.394 0.513  0.00
H -1.309 -5.469 -1.207  0.01
H -3.794 -3.602 -2.370  0.03
H -2.300 -3.026 -3.107  0.02
H -3.398 -1.893 -2.297  0.02
H -4.424 -2.779 0.286  0.03
H -3.288 -1.548 0.856  -0.01
H -3.329 -3.140 1.623  0.01
H 2.260 -1.513 2.289  0.00
H 2.887 -3.144 2.432  0.02
H 1.955 -2.454 3.753  0.04
H -1.736 -2.502 2.930  -0.01
H -0.602 -3.051 4.167  0.04
H -1.460 -4.217 3.167  0.03
H 1.779 -5.349 1.329  0.01
H 0.066 -5.728 1.476  0.01
H 1.029 -5.399 2.916  0.04
H 0.673 -5.151 -2.018  0.02
H 1.617 -5.366 -0.555  -0.01
H 2.433 -5.201 -2.107  0.03
H 1.166 -2.654 -3.811  0.03
H 2.833 -3.135 -3.531  0.03
H 2.353 -1.462 -3.272  0.01
H 3.539 -3.328 0.332  0.02
H 3.329 -1.616 -0.008  0.00
H 4.177 -2.648 -1.169  0.04

***

How do the records compare in max |F|? In the order shown, they have 0.872; 3.630; 3.181; 1.900 eV Å⁻¹.
How do the records compare in E? In the order shown, they have -11241.2163; -2179.2022; -6716.5497; -2981.5492 a.u..